Entry 1:
C3H8N2OS | ωB97M-V with the def2-TZVPD basis set

Structure (XYZ):
```
15
Properties=species:S:1:pos:R:3
N 2.04 -1.13 0.52
C 1.25 -0.50 -0.39
O 1.67 -0.11 -1.46
C -0.20 -0.36 0.04
N -0.23 0.27 1.36
C -0.99 0.38 -1.05
S -2.76 0.48 -0.69
H 1.71 -1.24 1.46
H 3.03 -1.09 0.35
H -0.64 -1.35 0.14
H 0.45 1.03 1.40
H -1.13 0.70 1.54
H -0.86 -0.11 -2.01
H -0.58 1.38 -1.16
H -2.74 1.65 -0.06
```

HOMO = -0.342 hartree
HOMO-LUMO gap = 10.05 eV
Strongest force on any atom = 0.39 eV/A
Energy relative to the best compared isomer or geometry (same formula, charge and spin) = 22.4 kJ/mol
Charge = 0
Lowest unoccupied orbital energy = 0.75 eV

Löwdin population analysis, charges in e, atoms 1 to 2: number 1, N, carries 0.1643; number 2, C, carries -0.5260



Entry 2:
C3H8N2OS | ωB97M-V with the def2-TZVPD basis set

Structure (XYZ):
```
15
Properties=species:S:1:pos:R:3
N -0.86 1.35 -1.39
C -1.58 0.42 -0.63
O -2.50 -0.18 -1.11
N -1.15 0.21 0.73
C -0.29 -1.02 0.83
C 1.24 -0.84 1.34
S 2.31 0.02 0.12
H -1.04 1.26 -2.44
H 0.18 1.49 -1.40
H -1.87 0.35 1.42
H -0.19 -1.50 -0.19
H -0.80 -1.74 1.44
H 1.61 -1.90 1.48
H 1.37 -0.17 2.26
H 1.59 1.16 -0.17
```

HOMO = -0.337 hartree
HOMO-LUMO gap = 9.86 eV
Strongest force on any atom = 2.93 eV/A
Energy relative to the best compared isomer or geometry (same formula, charge and spin) = 137.7 kJ/mol
Charge = 0
Lowest unoccupied orbital energy = 0.68 eV

Löwdin population analysis, charges in e, atoms 1 to 2: number 1, N, carries 0.1183; number 2, C, carries -0.6106



Entry 3:
C3H8N2OS | ωB97M-V with the def2-TZVPD basis set

Structure (XYZ):
```
15
Properties=species:S:1:pos:R:3
N -0.70 -2.00 0.97
C -1.60 -1.00 0.53
O -2.73 -1.38 0.24
N -1.16 0.27 0.28
C 0.14 0.96 0.40
C 0.92 0.79 -0.93
S 2.39 1.97 -0.85
H -1.24 -2.82 0.74
H 0.21 -1.90 0.54
H -1.71 0.69 -0.46
H -0.02 2.01 0.80
H 0.82 0.62 1.16
H 1.17 -0.25 -1.10
H 0.38 1.16 -1.88
H 3.12 0.89 -0.43
```

HOMO = -0.350 hartree
HOMO-LUMO gap = 9.95 eV
Strongest force on any atom = 3.26 eV/A
Energy relative to the best compared isomer or geometry (same formula, charge and spin) = 91.7 kJ/mol
Charge = 0
Lowest unoccupied orbital energy = 0.44 eV

Löwdin population analysis, charges in e, atoms 1 to 2: number 1, N, carries 0.1365; number 2, C, carries -0.6007



Entry 4:
C3H8N2OS | ωB97M-V with the def2-TZVPD basis set

Structure (XYZ):
```
15
Properties=species:S:1:pos:R:3
N -0.06 1.71 -1.29
C -0.46 1.18 -0.11
O -1.06 1.72 0.80
C -0.11 -0.32 0.04
N -1.26 -1.11 0.45
C 1.22 -0.36 0.69
S 1.75 -2.21 0.92
H -0.12 1.14 -2.10
H -0.32 2.69 -1.47
H -0.01 -0.60 -0.95
H -1.39 -0.94 1.40
H -2.07 -0.80 0.05
H 1.82 0.28 0.12
H 1.08 0.03 1.69
H 0.99 -2.40 -0.23
```

HOMO = -0.334 hartree
HOMO-LUMO gap = 9.69 eV
Strongest force on any atom = 3.91 eV/A
Energy relative to the best compared isomer or geometry (same formula, charge and spin) = 135.2 kJ/mol
Charge = 0
Lowest unoccupied orbital energy = 0.60 eV

Löwdin population analysis, charges in e, atoms 1 to 2: number 1, N, carries 0.1666; number 2, C, carries -0.5281



Entry 5:
C3H8N2OS | ωB97M-V with the def2-TZVPD basis set

Structure (XYZ):
```
15
Properties=species:S:1:pos:R:3
C -0.88 1.01 -0.11
C 0.26 1.17 -1.12
C -0.05 -1.16 0.18
N -0.50 0.00 0.86
N 0.74 -2.00 0.99
O -0.02 -1.08 -2.56
S 0.84 -0.55 -1.49
H -1.12 1.94 0.40
H -1.77 0.65 -0.63
H -0.05 1.64 -2.04
H 1.11 1.70 -0.69
H -0.90 -1.71 -0.25
H 0.20 0.34 1.50
H 0.95 -2.88 0.55
H 1.59 -1.55 1.31
```

HOMO = -0.304 hartree
HOMO-LUMO gap = 8.90 eV
Strongest force on any atom = 1.58 eV/A
Energy relative to the best compared isomer or geometry (same formula, charge and spin) = 173.9 kJ/mol
Charge = 0
Lowest unoccupied orbital energy = 0.62 eV

Löwdin population analysis, charges in e, atoms 1 to 2: number 1, C, carries -0.2617; number 2, C, carries -0.3172



Entry 6:
C3H8N2OS | ωB97M-V with the def2-TZVPD basis set

Structure (XYZ):
```
15
Properties=species:S:1:pos:R:3
N 1.88 1.37 -0.51
C 1.95 0.03 -0.13
O 2.95 -0.67 -0.07
N 0.76 -0.52 0.47
C -0.55 0.13 -0.08
C -1.70 -0.95 -0.23
S -3.33 -0.42 0.27
H 2.82 1.87 -0.52
H 1.35 1.91 0.23
H 0.83 -1.54 0.35
H -0.68 1.04 0.48
H -0.37 0.55 -1.02
H -1.68 -1.45 -1.25
H -1.48 -1.60 0.60
H -2.75 0.26 1.42
```

HOMO = -0.339 hartree
HOMO-LUMO gap = 9.83 eV
Strongest force on any atom = 3.17 eV/A
Energy relative to the best compared isomer or geometry (same formula, charge and spin) = 137.7 kJ/mol
Charge = 0
Lowest unoccupied orbital energy = 0.61 eV

Löwdin population analysis, charges in e, atoms 1 to 2: number 1, N, carries 0.1068; number 2, C, carries -0.6003



Entry 7:
C3H8N2PdS3 | ωB97M-V with the def2-TZVPD basis set

Structure (XYZ):
```
17
Properties=species:S:1:pos:R:3
Pd -1.09 -0.37 0.39
S -5.02 -2.15 0.14
C -3.62 -1.40 0.63
S -3.41 0.31 0.52
S -2.27 -2.28 1.25
N 1.18 -1.06 0.24
C 1.99 0.16 0.19
C 1.40 1.13 -0.86
N 0.06 1.53 -0.45
H 1.36 -1.60 1.07
H 1.36 -1.64 -0.58
H 3.04 -0.04 -0.06
H 1.95 0.64 1.17
H 1.33 0.61 -1.82
H 2.08 1.99 -0.97
H -0.44 2.00 -1.20
H 0.10 2.16 0.35
```

HOMO (spin up / spin down) = -0.270 / -0.270 hartree
HOMO-LUMO gap (spin up / spin down) = 6.63 / 6.64 eV
Strongest force on any atom = 2.05 eV/A
Charge = 0
Lowest unoccupied orbital energy (spin up / spin down) = -0.71 / -0.71 eV

Löwdin population analysis, charges in e, atoms 1 to 2: number 1, Pd, carries 0.3440; number 2, S, carries 0.4724



Entry 8:
C3H8N2S | ωB97M-V with the def2-TZVPD basis set

Structure (XYZ):
```
14
Properties=species:S:1:pos:R:3
N -0.89 -1.22 0.97
C 0.23 -0.52 0.40
C 0.18 1.00 0.42
S -1.13 1.89 1.25
C -0.01 0.28 -0.87
N 0.99 0.41 -1.91
H -0.73 -1.50 1.94
H -1.08 -2.08 0.45
H 1.20 -0.95 0.52
H 1.16 1.49 0.59
H -1.90 0.79 1.41
H -1.05 0.24 -1.26
H 1.87 0.70 -1.58
H 1.16 -0.51 -2.34
```

HOMO = -0.313 hartree
HOMO-LUMO gap = 9.44 eV
Strongest force on any atom = 1.43 eV/A
Energy relative to the best compared isomer or geometry (same formula, charge and spin) = 156.6 kJ/mol
Charge = 0
Lowest unoccupied orbital energy = 0.93 eV

Löwdin population analysis, charges in e, atoms 1 to 2: number 1, N, carries 0.0112; number 2, C, carries -0.3508



Entry 9:
C3H8N2S | ωB97M-V with the def2-TZVPD basis set

Structure (XYZ):
```
14
Properties=species:S:1:pos:R:3
C 1.14 -1.17 -0.71
C 0.74 -0.28 0.39
S 1.92 -0.12 1.54
N -0.45 0.29 0.41
C -1.43 0.26 -0.66
N -0.65 1.43 1.65
H 1.38 -0.54 -1.59
H 2.16 -1.64 -0.51
H 0.46 -1.93 -1.11
H -1.09 0.58 -1.55
H -1.69 -0.77 -0.96
H -2.29 0.65 -0.27
H -0.33 2.12 1.03
H 0.13 1.12 2.33
```

HOMO = -0.297 hartree
HOMO-LUMO gap = 8.76 eV
Strongest force on any atom = 4.61 eV/A
Energy relative to the best compared isomer or geometry (same formula, charge and spin) = 300.6 kJ/mol
Charge = 0
Lowest unoccupied orbital energy = 0.67 eV

Löwdin population analysis, charges in e, atoms 1 to 2: number 1, C, carries -0.1619; number 2, C, carries -0.8933



| no. | calculated total energy (eV) | molar mass (g/mol) |
| --- | --- | --- |
| 1 | -19104.2698 | 120.2 |
| 2 | -19103.0750 | 120.2 |
| 3 | -19103.5518 | 120.2 |
| 4 | -19103.1009 | 120.2 |
| 5 | -19102.7002 | 120.2 |
| 6 | -19103.0748 | 120.2 |
| 7 | -42206.9799 | 274.7 |
| 8 | -17055.1068 | 104.2 |
| 9 | -17053.6153 | 104.2 |